Entry 1:
Entry from the Open Molecules 2025 dataset: a molecular structure, C43H50CeCl2N5O2P2 (the ωB97M-V functional and the def2-TZVPD basis).

Results
highest occupied orbital energy (spin up / spin down): -7.25 / -7.29 eV
F_max: 0.0602 Eh/bohr
<S²>: 0.75
HOMO-LUMO gap (spin up / spin down): 7.14 / 7.19 eV

Structure (ORCA input):
```
! wB97M-V def2-TZVPD RIJCOSX def2/J DEFGRID3
* xyz 0 2
Ce 0.641 -0.227 -0.127
Cl -3.239 5.499 -1.827
C -2.039 4.486 -1.103
C -1.720 3.277 -1.695
C -0.796 2.408 -1.118
N -0.518 1.137 -1.619
C -0.937 0.713 -2.816
O -1.472 1.326 -3.738
C -0.693 -0.781 -3.024
C -1.413 -1.427 -4.029
C -1.198 -2.770 -4.264
C -0.224 -3.426 -3.518
C 0.430 -2.722 -2.523
N 0.192 -1.437 -2.259
C -0.153 2.810 0.099
C -0.477 4.042 0.660
C -1.419 4.869 0.079
Cl -1.823 6.365 0.844
N 0.740 1.921 0.696
C 1.599 2.278 1.651
O 1.817 3.376 2.163
C 2.442 1.109 2.152
C 2.999 1.222 3.424
C 3.804 0.210 3.905
C 4.070 -0.873 3.079
C 3.487 -0.907 1.826
N 2.669 0.043 1.367
H -2.208 2.984 -2.611
H -2.118 -0.843 -4.599
H -1.755 -3.308 -5.016
H 0.018 -4.460 -3.697
H 1.201 -3.194 -1.914
H -0.001 4.331 1.584
H 2.769 2.103 4.002
H 4.222 0.263 4.899
H 4.715 -1.673 3.401
H 3.688 -1.729 1.144
C -3.128 -0.158 3.962
C -2.017 -0.140 2.915
C -0.660 0.227 3.528
C -2.341 0.962 1.904
P -1.699 -1.776 1.872
N -0.340 -1.833 1.163
C -3.212 -1.927 0.636
C -4.626 -1.750 1.176
C -2.972 -0.956 -0.525
C -3.051 -3.329 0.048
C -1.812 -3.253 3.114
C -3.176 -3.699 3.631
C -0.939 -2.854 4.305
C -1.096 -4.417 2.430
H -3.253 0.848 4.365
H -2.912 -0.818 4.797
H -4.073 -0.464 3.524
H -0.539 1.309 3.584
H 0.136 -0.174 2.879
H -0.531 -0.167 4.532
H -2.282 1.940 2.386
H -3.348 0.862 1.512
H -1.611 0.944 1.080
H -4.811 -0.725 1.486
H -4.819 -2.410 2.016
H -5.338 -1.985 0.383
H -3.360 0.041 -0.335
H -3.467 -1.319 -1.427
H -1.890 -0.896 -0.719
H -3.356 -4.096 0.753
H -2.004 -3.477 -0.220
H -3.663 -3.438 -0.849
H -3.764 -2.866 4.006
H -3.024 -4.397 4.457
H -3.748 -4.221 2.868
H -1.432 -2.131 4.946
H 0.004 -2.445 3.949
H -0.724 -3.732 4.915
H -1.740 -4.965 1.752
H -0.724 -5.121 3.173
H -0.253 -4.016 1.869
C 4.384 -0.441 -3.093
P 2.870 0.272 -2.272
C 3.588 1.725 -1.426
C 4.892 1.717 -0.940
C 5.370 2.788 -0.205
C 4.551 3.870 0.070
C 3.245 3.878 -0.389
C 2.762 2.808 -1.121
C 2.083 0.943 -3.798
C 1.873 2.285 -4.095
C 1.114 2.645 -5.197
C 0.570 1.677 -6.020
C 0.836 0.342 -5.774
C 1.582 -0.021 -4.672
H 5.012 -0.961 -2.371
H 4.960 0.350 -3.577
H 4.074 -1.158 -3.852
H 5.547 0.879 -1.132
H 6.393 2.781 0.139
H 4.930 4.708 0.635
H 2.590 4.706 -0.168
H 1.737 2.818 -1.460
H 2.295 3.061 -3.478
H 0.924 3.690 -5.388
H -0.068 1.957 -6.845
H 0.422 -0.420 -6.418
H 1.767 -1.070 -4.469
*
```

---

Entry 2:
Entry from the Open Molecules 2025 dataset: a gas-phase ion, C4H13N2 (charge +1) (the ωB97M-V functional and the def2-TZVPD basis).

Results
highest occupied orbital energy: -14.49 eV
F_max: 0.0805 Eh/bohr
SMILES string: C[NH2+]C(C)(C)N
HOMO-LUMO gap: 11.33 eV

Structure (ORCA input):
```
! wB97M-V def2-TZVPD RIJCOSX def2/J DEFGRID3
* xyz 1 1
C -0.815 -1.361 0.100
C -0.311 0.529 1.843
C 0.262 0.553 -2.069
C 0.074 -0.254 0.610
N 1.280 -0.729 0.826
N 0.086 0.933 -0.672
H -1.863 -0.999 0.119
H -0.767 -2.199 0.707
H -0.589 -1.581 -0.879
H -0.675 -0.118 2.641
H -1.197 1.047 1.542
H 0.305 1.328 2.142
H -0.620 0.249 -2.522
H 0.510 1.558 -2.550
H 1.007 -0.347 -2.201
H 1.627 -1.290 0.031
H 1.841 -0.228 1.445
H 0.758 1.647 -0.519
H -0.912 1.260 -0.593
*
```

---

Entry 3:
Entry from the Open Molecules 2025 dataset: 7 unconnected molecules or ions with the total composition H14O7 (the ωB97M-V functional and the def2-TZVPD basis).

Results
highest occupied orbital energy: -10.77 eV
F_max: 0.0138 Eh/bohr
SMILES string: O.O.O.O.O.O.O
HOMO-LUMO gap: 10.77 eV

Structure (ORCA input):
```
! wB97M-V def2-TZVPD RIJCOSX def2/J DEFGRID3
* xyz 0 1
O -31.512 11.108 6.777
H -30.749 11.693 6.844
H -31.173 10.239 7.014
O -34.880 3.973 6.780
H -35.765 4.297 6.991
H -34.523 4.638 6.179
O -34.389 5.946 4.501
H -35.221 6.188 4.071
H -33.973 5.314 3.902
O -36.708 6.799 7.222
H -35.853 7.229 7.089
H -36.999 7.123 8.081
O -34.976 8.939 8.792
H -34.378 9.629 9.095
H -34.472 8.438 8.114
O -33.926 7.740 6.509
H -34.128 7.103 5.788
H -33.253 8.326 6.145
O -30.918 8.730 4.349
H -30.783 8.514 5.277
H -30.041 8.967 4.027
*
```

---

Entry 4:
Entry from the Open Molecules 2025 dataset: 2 unconnected molecules or ions with the total composition C4H9O (the ωB97M-V functional and the def2-TZVPD basis).

Results
highest occupied orbital energy: -2.05 eV
F_max: 0.0850 Eh/bohr
HOMO-LUMO gap: 6.13 eV

Structure (ORCA input):
```
! wB97M-V def2-TZVPD RIJCOSX def2/J DEFGRID3
* xyz -1 1
C -3.044 -0.134 -0.067
O -2.043 0.672 -0.334
H -3.730 0.325 0.717
H -3.564 -0.317 -1.008
H -2.657 -1.127 0.302
C 0.594 -0.153 0.450
C 1.795 0.508 -0.151
C 3.044 -0.098 -0.298
H 0.388 0.481 1.338
H -0.278 0.222 -0.182
H 0.579 -1.268 0.565
H 1.799 1.570 -0.367
H 3.875 0.471 -0.374
H 3.243 -1.151 -0.591
*
```

---

Entry 5:
Entry from the Open Molecules 2025 dataset: 4 unconnected molecules or ions with the total composition CH10NO3 (the ωB97M-V functional and the def2-TZVPD basis).

Results
highest occupied orbital energy (spin up / spin down): -5.28 / -9.58 eV
F_max: 0.0369 Eh/bohr
<S²>: 0.75
HOMO-LUMO gap (spin up / spin down): 5.64 / 9.93 eV

Structure (ORCA input):
```
! wB97M-V def2-TZVPD RIJCOSX def2/J DEFGRID3
* xyz 0 2
C 3.191 0.317 -1.357
N 2.152 1.143 -1.705
H 4.112 0.009 -1.827
H 3.005 -0.355 -0.546
H 2.160 1.406 -2.669
H 1.387 1.353 -1.075
H -2.694 -0.469 1.422
H -3.436 0.142 0.249
O -2.603 0.195 0.724
H -1.109 -2.564 2.670
H -2.582 -2.976 2.585
O -1.934 -2.367 2.214
H -0.614 0.695 0.144
H -0.823 2.107 -0.402
O -0.215 1.364 -0.428
*
```

---

Entry 6:
Entry from the Open Molecules 2025 dataset: a single C24H29N3O5 molecule (the ωB97M-V functional and the def2-TZVPD basis).

Results
highest occupied orbital energy: -8.42 eV
F_max: 0.0108 Eh/bohr
SMILES string: CCOC(=O)N1CCC(N2C[C@]34C=C[C@H](O3)[C@@H](C(=O)Nc3ccc(C)cc3)[C@@H]4C2=O)CC1
HOMO-LUMO gap: 9.06 eV

Structure (ORCA input):
```
! wB97M-V def2-TZVPD RIJCOSX def2/J DEFGRID3
* xyz 0 1
C 2.921 3.068 -8.368
C 2.889 3.432 -6.891
H 2.268 4.321 -6.736
H 3.895 3.608 -6.505
O 2.376 2.365 -6.095
C 1.026 2.259 -6.055
O 0.273 3.043 -6.583
N 0.621 1.161 -5.375
C 1.498 0.310 -4.604
H 2.529 0.513 -4.888
C 1.286 0.554 -3.109
H 1.913 -0.122 -2.526
H 1.569 1.581 -2.872
C -0.190 0.321 -2.763
N -0.451 0.480 -1.349
C -0.659 -0.585 -0.537
O -0.669 -1.743 -0.890
C -0.890 -0.054 0.866
H -1.958 -0.026 1.093
C -0.103 -0.700 2.005
C -0.980 -1.120 3.176
O -2.103 -0.695 3.334
N -0.337 -1.967 4.021
C -0.788 -2.523 5.227
C -2.039 -2.248 5.769
C -2.410 -2.828 6.967
C -1.560 -3.687 7.653
C -0.313 -3.954 7.103
C 0.072 -3.382 5.906
H 1.047 -3.601 5.494
H 0.368 -4.619 7.616
C -1.990 -4.320 8.941
H -2.662 -5.155 8.740
H -1.135 -4.697 9.495
H -2.526 -3.605 9.562
H -3.384 -2.607 7.377
H -2.711 -1.585 5.250
H 0.593 -2.261 3.754
H 0.504 -1.531 1.640
C 0.833 0.510 2.390
C -0.059 1.571 3.005
C -0.711 2.121 1.988
H -1.476 2.870 1.981
C -0.237 1.357 0.778
C -0.388 1.762 -0.671
H 0.474 2.342 -1.006
H -1.306 2.340 -0.825
O 1.117 1.058 1.121
H -0.141 1.759 4.056
H 1.740 0.246 2.926
C -1.071 1.237 -3.614
H -2.125 1.049 -3.403
H -0.850 2.281 -3.388
C -0.786 0.980 -5.095
H -1.343 1.676 -5.724
H -1.065 -0.047 -5.357
H -0.438 -0.726 -2.978
H 1.260 -0.733 -4.843
H 3.496 2.158 -8.520
H 3.376 3.877 -8.933
H 1.907 2.913 -8.729
*
```

---

Entry 7:
Entry from the Open Molecules 2025 dataset: 9 unconnected molecules or ions with the total composition C3H23O9S2 (the ωB97M-V functional and the def2-TZVPD basis).

Results
highest occupied orbital energy: -5.32 eV
F_max: 0.0407 Eh/bohr
HOMO-LUMO gap: 8.05 eV

Structure (ORCA input):
```
! wB97M-V def2-TZVPD RIJCOSX def2/J DEFGRID3
* xyz -1 1
C -1.409 0.075 -0.493
C -0.023 -0.187 -1.199
O 0.366 -1.498 -0.931
C -1.443 -0.849 0.739
S -2.968 -0.621 1.737
S -2.889 1.388 2.310
H -2.255 -0.173 -1.128
H -1.435 1.116 -0.148
H 0.095 -0.087 -2.277
H 0.631 0.570 -0.654
H -0.556 -0.694 1.343
H -1.481 -1.921 0.530
H -1.598 1.570 2.735
H 0.911 2.876 0.916
H 0.732 3.430 -0.434
O 0.360 3.545 0.469
H 1.869 -1.558 0.237
H 3.200 -0.891 -0.183
O 2.503 -0.844 0.469
H 1.923 -3.717 -2.535
H 2.737 -2.642 -2.015
O 2.711 -3.609 -1.956
H 0.495 -0.495 4.594
H 0.277 -0.536 3.083
O 0.540 0.056 3.787
H 2.575 0.781 1.232
H 2.767 1.430 2.632
O 2.362 1.577 1.771
H 2.134 2.293 -1.360
H 1.339 2.806 -2.538
O 1.867 3.129 -1.803
H 0.383 -2.155 -2.140
H -0.391 -2.996 -3.016
O 0.497 -2.611 -3.152
H 1.188 -0.718 -5.177
H 0.248 -0.404 -4.102
O 0.726 0.059 -4.825
*
```

---

Entry 8:
Entry from the Open Molecules 2025 dataset: a molecular structure, C4H5NO (the ωB97M-V functional and the def2-TZVPD basis).

Results
highest occupied orbital energy: -9.65 eV
F_max: 0.0218 Eh/bohr
HOMO-LUMO gap: 9.85 eV

Structure (ORCA input):
```
! wB97M-V def2-TZVPD RIJCOSX def2/J DEFGRID3
* xyz 0 1
O 0.179 0.735 -2.311
C 0.399 0.977 -1.145
C 0.179 0.418 0.100
C -0.705 -0.793 0.220
C -0.602 -1.429 1.536
N -0.520 -1.914 2.582
H 1.194 1.956 -0.893
H 0.456 0.986 0.983
H 1.620 1.097 -0.558
H -0.444 -1.517 -0.562
H -1.754 -0.517 0.048
*
```

---

Entry 9:
Entry from the Open Molecules 2025 dataset: a molecular structure, C3H4LiMgO3 (the ωB97M-V functional and the def2-TZVPD basis).

Results
highest occupied orbital energy (spin up / spin down): -16.40 / -16.86 eV
F_max: 0.0731 Eh/bohr
<S²>: 0.76
HOMO-LUMO gap (spin up / spin down): 5.49 / 5.91 eV

Structure (ORCA input):
```
! wB97M-V def2-TZVPD RIJCOSX def2/J DEFGRID3
* xyz 2 2
O -2.074 0.122 0.847
C -1.547 1.235 0.722
C -0.135 1.414 0.290
Li -1.432 -1.579 0.401
H -0.482 1.525 -0.814
H 0.505 0.808 0.949
H 0.203 2.436 0.521
O 0.409 -1.482 -0.147
C 1.083 -1.347 -1.150
Mg 3.379 -3.266 -1.289
O 2.069 -1.951 -1.615
H -1.977 2.087 1.284
*
```

---

Entry 10:
Entry from the Open Molecules 2025 dataset: 2 unconnected molecules or ions with the total composition C28H59N4O4 (the ωB97M-V functional and the def2-TZVPD basis).

Results
highest occupied orbital energy: -11.86 eV
F_max: 0.0866 Eh/bohr
HOMO-LUMO gap: 8.47 eV

Structure (ORCA input):
```
! wB97M-V def2-TZVPD RIJCOSX def2/J DEFGRID3
* xyz 1 1
C -5.923 2.706 4.236
C -5.743 3.252 2.694
C -4.173 3.247 2.177
C -3.250 2.063 2.839
C -2.441 2.715 4.127
C -0.977 1.928 4.311
C 0.239 3.022 4.445
C 1.749 2.407 4.272
C 1.804 0.748 4.242
C 3.370 0.291 4.070
C 3.565 -1.363 3.920
C 4.144 -1.771 2.440
C 3.926 -3.341 2.018
C 3.269 -3.443 0.484
C 2.763 -4.954 0.094
C 1.964 -5.055 -1.347
N 1.794 -3.655 -1.897
C 0.585 -2.952 -1.868
N -0.693 -3.532 -1.298
C -1.759 -2.457 -1.383
C -3.020 -2.668 -2.410
C -0.825 -1.090 -1.521
C -0.565 -0.714 0.060
C 0.233 0.701 0.304
C 1.836 0.639 -0.167
O -0.446 1.883 -0.259
N 0.332 -1.549 -2.387
C 0.076 -1.593 -3.891
O 1.304 -2.023 -4.634
C 2.289 -0.926 -4.687
C 1.815 0.060 -5.934
C 1.397 1.498 -5.252
H -5.085 3.243 4.877
H -6.995 2.880 4.674
H -5.746 1.526 4.239
H -6.063 4.402 2.718
H -6.420 2.706 1.903
H -3.721 4.292 2.512
H -4.187 3.262 1.001
H -3.874 1.106 3.184
H -2.537 1.672 1.982
H -2.146 3.858 3.958
H -3.010 2.621 5.145
H -1.005 1.120 5.171
H -0.813 1.345 3.308
H 0.068 3.818 3.571
H 0.109 3.654 5.449
H 2.211 2.896 3.290
H 2.393 2.735 5.222
H 1.176 0.275 3.373
H 1.374 0.363 5.267
H 3.937 0.633 5.058
H 3.804 0.866 3.148
H 2.605 -1.963 4.238
H 4.423 -1.628 4.706
H 3.598 -1.094 1.652
H 5.294 -1.517 2.372
H 5.014 -3.818 1.902
H 3.335 -3.987 2.802
H 2.443 -2.615 0.441
H 4.138 -3.115 -0.246
H 3.726 -5.647 -0.016
H 2.120 -5.446 0.971
H 0.936 -5.609 -1.123
H 2.556 -5.716 -2.128
H 2.605 -3.118 -2.326
H -1.033 -4.429 -1.747
H -2.265 -2.524 -0.325
H -3.321 -3.815 -2.486
H -2.791 -2.210 -3.464
H -3.960 -2.097 -1.970
H -1.304 -0.182 -2.119
H -1.623 -0.642 0.587
H -0.020 -1.642 0.570
H 0.274 0.867 1.479
H 1.975 0.828 -1.314
H 2.183 -0.473 0.080
H 2.415 1.442 0.458
H -0.063 2.668 0.239
H -0.728 -2.440 -4.130
H -0.357 -0.572 -4.267
H 2.345 -0.383 -3.651
H 3.381 -1.330 -4.936
H 2.707 0.154 -6.720
H 0.914 -0.406 -6.560
H 0.948 1.231 -4.180
H 0.605 2.111 -5.861
H 2.406 2.098 -5.065
C -3.117 3.630 -6.366
N -1.741 3.066 -6.412
O -0.876 3.626 -5.728
O -1.567 2.076 -7.133
H -3.123 4.492 -5.695
H -3.385 3.929 -7.381
H -3.781 2.847 -5.994
*
```

---

Entry 11:
Entry from the Open Molecules 2025 dataset: a molecular structure, C11H15ClHfI2N2OPS (the ωB97M-V functional and the def2-TZVPD basis).

Results
highest occupied orbital energy: -17.39 eV
F_max: 0.2813 Eh/bohr
HOMO-LUMO gap: 3.51 eV

Structure (ORCA input):
```
! wB97M-V def2-TZVPD RIJCOSX def2/J DEFGRID3
* xyz 3 1
I -2.116 -1.499 -1.916
I -2.452 1.035 -2.116
Hf 1.227 -0.058 -0.445
P 0.711 -0.271 -3.086
C -0.775 -0.281 -4.378
C 1.649 1.068 -3.812
H 2.450 -1.844 -3.078
H 1.730 -1.481 -4.711
H 0.875 -2.601 -3.586
C 1.544 -1.736 -3.668
H 2.574 1.162 -3.263
H 1.810 0.711 -4.830
H -0.319 -0.201 -5.405
H -1.528 0.557 -4.262
H 1.084 2.012 -3.836
H -1.478 -1.157 -4.323
C -2.876 -0.148 0.217
O -4.127 -0.191 0.679
Cl 3.531 0.333 -0.513
N 2.048 -2.057 1.965
C 1.247 -1.120 2.681
N 0.575 -0.177 2.023
C -0.284 0.493 2.961
C -1.204 1.531 2.660
C -2.099 1.948 3.705
C -1.883 1.595 5.061
C -0.864 0.671 5.326
C -0.135 0.065 4.325
S 1.041 -1.176 4.425
H 2.649 -2.708 2.515
H 2.675 -1.481 1.353
H -1.176 1.925 1.597
H -2.920 2.594 3.516
H -2.535 2.033 5.868
H -0.650 0.456 6.352
*
```

---

Entry 12:
Entry from the Open Molecules 2025 dataset: a molecular structure, C2HLi2O2 (the ωB97M-V functional and the def2-TZVPD basis).

Results
highest occupied orbital energy (spin up / spin down): -8.32 / -8.30 eV
F_max: 0.0399 Eh/bohr
<S²>: 0.76
HOMO-LUMO gap (spin up / spin down): 7.55 / 7.48 eV

Structure (ORCA input):
```
! wB97M-V def2-TZVPD RIJCOSX def2/J DEFGRID3
* xyz 0 2
O -2.588 0.414 0.563
C -1.543 0.159 0.034
C -0.353 0.022 -0.445
H -0.124 0.142 -1.505
Li 0.943 -1.334 0.734
Li 1.223 1.156 0.717
O 2.442 -0.559 -0.098
*
```